C9H17IO5SSb | ωB97M-V/def2-TZVPD

total charge: -1
HOMO energy: -4.691 eV
electronic energy: -1665.41316 hartree
frontier orbital gap: 7.14 eV

Last column: Mulliken charge in e.
Cartesian coordinates (Å):
I -0.58425 -5.04496 0.75246  -0.19
Sb 0.87384 -0.36278 -1.08177  1.00
S 1.01514 1.85664 -2.32070  -0.50
O 0.61517 3.70426 2.79097  -0.54
O 0.06746 -3.63365 -1.79158  -0.44
O 2.88688 1.01399 1.46381  -0.59
O 1.73282 2.91025 0.99904  -0.16
O -2.03636 -1.06073 -0.51110  -0.30
C 3.00439 3.88890 2.80432  -0.99
C 1.66700 3.50888 2.24979  0.69
C 0.60074 0.75724 0.89600  -0.80
C 1.82303 1.49607 1.16534  0.27
C -4.22802 -1.56765 -1.41171  -1.30
C -2.81092 -2.05847 -1.15021  -0.18
C -1.30170 -0.22570 -1.39005  -1.12
C 0.15401 -3.42804 -0.61715  0.14
C 0.69056 -2.25740 0.10414  -1.09
H -4.25220 -1.01498 -2.33982  0.28
H -0.23347 1.43875 0.83695  0.25
H -1.57323 0.80933 -1.21768  0.42
H 1.12128 -1.20594 -2.59204  -0.12
H 0.47824 0.06050 1.71102  0.46
H -1.50350 -0.43367 -2.43798  0.53
H -4.90390 -2.40934 -1.45288  0.42
H 2.60464 -0.30063 -0.85519  -0.11
H 0.08118 -2.08765 0.97490  0.49
H -2.31741 -2.38038 -2.05907  0.42
H 3.21004 3.25370 3.65074  0.28
H -4.48852 -0.88463 -0.61744  0.29
H -2.82525 -2.91312 -0.48469  0.20
H 1.68568 -2.52949 0.43769  0.61
H 3.76610 3.70264 2.06645  0.29
H 2.97547 4.92916 3.08883  0.34
H 2.00509 2.46891 -1.66140  0.05